[1]
The following is a DFT calculation (ωB97M-V/def2-TZVPD) of a 2-piece molecular cluster, C5H14OS overall at a distorted geometry.

Each line ends with the Löwdin charge.
Cartesian coordinates (Å):
C -2.015 1.000 0.962  -0.110
C -1.189 1.183 -0.337  -0.271
C -1.273 0.011 -1.338  -0.349
C -0.734 -1.317 -1.012  -0.541
S 1.000 -1.133 -0.994  0.818
C 1.867 -2.270 -1.968  -0.484
H -2.710 1.860 1.153  0.086
H -2.678 0.225 0.799  0.025
H -1.473 0.775 1.891  0.074
H -0.173 1.408 0.050  0.099
H -1.616 2.013 -0.810  0.076
H -0.984 0.371 -2.439  0.145
H -2.395 0.097 -1.498  0.120
H -1.086 -1.596 0.029  0.100
H -0.867 -2.164 -1.650  0.070
H 1.992 -3.304 -1.339  0.082
H 2.870 -1.958 -2.148  0.010
H 1.307 -2.537 -2.905  0.049
O 3.275 2.789 4.569  -0.050
H 2.969 2.134 3.883  0.070
H 3.915 2.414 5.103  -0.019

The LUMO energy comes out at 0.67 eV. Its SMILES is CCCCSC.O. For the HOMO-LUMO gap, the calculation gives 8.9 eV. As for the energy relative to the best compared isomer or geometry (same formula, charge and spin): 1.775 eV.



[2]
The following is a DFT calculation (ωB97M-V/def2-TZVPD) of a 2-piece molecular cluster, C5H14OS overall at a distorted geometry.

Each line ends with the Löwdin charge.
Cartesian coordinates (Å):
C 0.036 1.244 -2.155  -0.117
C -0.022 1.765 -0.737  -0.272
C 0.768 0.880 0.223  -0.274
C 0.279 -0.581 0.307  -0.507
S -1.500 -0.796 0.701  0.784
C -1.645 0.340 2.114  -0.411
H 1.063 0.932 -2.420  0.084
H -0.510 0.301 -2.273  0.067
H -0.275 1.899 -2.949  0.063
H -1.028 1.886 -0.360  0.084
H 0.492 2.729 -0.727  0.108
H 0.740 1.282 1.234  0.091
H 1.807 0.810 -0.050  0.105
H 0.401 -1.013 -0.674  0.049
H 0.850 -1.151 1.033  0.064
H -2.439 -0.066 2.742  0.025
H -1.907 1.358 1.839  0.030
H -0.714 0.346 2.673  0.033
O 1.413 -4.356 -0.320  -0.066
H 0.476 -4.354 -0.082  0.035
H 1.714 -3.454 -0.120  0.025

The LUMO energy comes out at 0.74 eV. Its SMILES is CCCCSC.O. For the HOMO-LUMO gap, the calculation gives 9.4 eV. As for the energy relative to the best compared isomer or geometry (same formula, charge and spin): 0.054 eV.



[3]
The following is a DFT calculation (ωB97M-V/def2-TZVPD) of a 2-piece molecular cluster, C5H14OS overall at a distorted geometry.

Each line ends with the Löwdin charge.
Cartesian coordinates (Å):
C -0.649 1.751 -1.083  -0.114
C 0.711 1.267 -1.618  -0.282
C 1.879 1.515 -0.672  -0.270
C 1.648 1.053 0.788  -0.528
S 0.949 -0.587 1.043  0.783
C 2.355 -1.593 0.437  -0.386
H -0.551 2.769 -0.716  0.071
H -0.975 1.139 -0.243  0.046
H -1.380 1.749 -1.890  0.070
H 0.647 0.216 -1.877  0.092
H 0.916 1.818 -2.533  0.100
H 2.768 0.973 -1.023  0.096
H 2.131 2.578 -0.622  0.109
H 0.983 1.764 1.277  0.066
H 2.582 1.108 1.347  0.069
H 3.182 -1.504 1.132  0.031
H 2.007 -2.620 0.478  0.024
H 2.584 -1.290 -0.578  0.025
O -6.521 -2.435 0.194  -0.061
H -6.842 -1.801 0.841  0.030
H -5.568 -2.434 0.322  0.031

The LUMO energy comes out at 0.65 eV. Its SMILES is CCCCSC.O. For the HOMO-LUMO gap, the calculation gives 9.2 eV. As for the energy relative to the best compared isomer or geometry (same formula, charge and spin): 0.009 eV.



[4]
The following is a DFT calculation (ωB97M-V/def2-TZVPD) of a 2-piece molecular cluster, C5H14OS2 overall at a distorted geometry.

Each line ends with the Löwdin charge.
Cartesian coordinates (Å):
C -3.479 0.411 -0.803  -0.137
C -2.291 0.922 -0.056  -0.401
C -1.055 1.158 -0.913  -0.474
S 0.283 1.634 0.292  0.782
C 1.355 0.181 0.120  -0.875
S 0.732 -1.253 0.941  0.741
C 1.210 -0.994 2.667  -0.414
H -3.707 1.334 -1.361  0.076
H -4.334 0.176 -0.146  0.078
H -3.354 -0.414 -1.524  0.078
H -2.683 1.863 0.374  0.110
H -2.017 0.255 0.784  0.082
H -1.195 1.955 -1.668  0.080
H -0.822 0.220 -1.452  0.084
H 1.580 0.013 -0.951  0.046
H 2.250 0.637 0.585  0.032
H 2.243 -0.609 2.719  0.041
H 1.193 -2.012 3.091  0.029
H 0.561 -0.346 3.279  0.041
O 4.707 -1.490 -1.721  -0.091
H 4.104 -2.251 -1.558  0.046
H 4.719 -1.388 -2.699  0.047

The LUMO energy comes out at 0.59 eV. Its SMILES is CCCSCSC.O. For the HOMO-LUMO gap, the calculation gives 8.8 eV. As for the energy relative to the best compared isomer or geometry (same formula, charge and spin): 1.008 eV.



[5]
The following is a DFT calculation (ωB97M-V/def2-TZVPD) of a 2-piece molecular cluster, C5H14S overall at a distorted geometry.

Each line ends with the Löwdin charge.
Cartesian coordinates (Å):
C -1.331 -0.158 -2.193  -0.142
C -2.292 -0.101 -0.969  -0.295
C -2.553 -1.594 -0.563  -0.136
H -0.376 0.407 -2.079  0.055
H -1.112 -1.171 -2.561  0.057
H -1.972 0.454 -2.980  0.096
H -3.287 0.473 -1.243  0.133
H -1.810 0.385 -0.190  0.047
H -1.612 -2.272 -0.319  0.113
H -2.943 -2.176 -1.371  0.048
H -3.144 -1.610 0.295  0.027
C 3.196 -0.081 2.657  -0.386
S 1.868 1.252 2.334  0.674
C 1.763 1.762 0.470  -0.321
H 3.077 -0.208 3.724  0.007
H 3.000 -0.923 2.009  0.013
H 4.229 0.266 2.445  0.031
H 2.131 0.943 -0.059  0.002
H 2.435 2.486 0.247  -0.016
H 0.733 1.864 0.345  -0.009

The LUMO energy comes out at 0.95 eV. Its SMILES is CCC.CSC. For the HOMO-LUMO gap, the calculation gives 9.5 eV. As for the energy relative to the best compared isomer or geometry (same formula, charge and spin): 1.844 eV.



[6]
The following is a DFT calculation (ωB97M-V/def2-TZVPD) of a 2-piece molecular cluster, C5H14S overall at a distorted geometry.

Each line ends with the Löwdin charge.
Cartesian coordinates (Å):
C -2.307 1.080 0.309  -0.185
C -1.322 0.610 -0.775  -0.588
S 0.074 1.705 -0.917  0.792
C 0.320 2.152 -2.646  -0.428
H -1.818 1.490 1.192  0.059
H -3.016 0.287 0.535  0.068
H -2.880 1.930 -0.074  0.065
H -1.005 -0.392 -0.478  0.053
H -1.903 0.510 -1.690  0.077
H -0.537 2.517 -3.205  0.035
H 1.134 2.870 -2.702  0.027
H 0.717 1.255 -3.125  0.023
C 1.760 -2.300 1.018  -0.174
C 1.358 -1.695 2.353  -0.174
H 2.365 -3.194 1.213  0.059
H 1.005 -2.741 0.365  0.057
H 2.325 -1.569 0.444  0.060
H 0.322 -1.351 2.293  0.054
H 1.963 -0.837 2.652  0.061
H 1.444 -2.327 3.239  0.059

The LUMO energy comes out at 0.98 eV. Its SMILES is CCSC.CC. For the HOMO-LUMO gap, the calculation gives 9.4 eV. As for the energy relative to the best compared isomer or geometry (same formula, charge and spin): 0.632 eV.



[7]
The following is a DFT calculation (ωB97M-V/def2-TZVPD) of a 2-piece molecular cluster, C5H15N overall at a distorted geometry.

Each line ends with the Löwdin charge.
Cartesian coordinates (Å):
C -1.432 1.176 -0.706  -0.120
C -0.507 1.343 0.599  -0.229
C 0.104 2.804 0.343  -0.141
H -2.048 2.109 -0.959  0.087
H -0.959 0.691 -1.536  0.046
H -2.327 0.626 -0.309  0.058
H -0.876 1.322 1.595  0.079
H 0.332 0.670 0.608  0.038
H 1.137 2.969 0.737  0.064
H -0.476 3.687 0.595  0.058
H 0.376 2.990 -0.692  0.050
C 1.732 -1.664 0.321  -0.201
N 0.769 -2.070 -0.707  -0.226
C -0.522 -2.525 -0.137  -0.137
H 2.213 -2.723 0.699  0.122
H 1.353 -0.895 1.001  0.034
H 2.778 -1.204 -0.013  0.098
H 0.632 -1.352 -1.468  0.103
H -1.258 -1.728 0.094  0.060
H -0.884 -3.236 -0.885  0.069
H -0.135 -2.989 0.820  0.086

The LUMO energy comes out at 1.04 eV. Its SMILES is CCC.CNC. For the HOMO-LUMO gap, the calculation gives 9.7 eV. As for the energy relative to the best compared isomer or geometry (same formula, charge and spin): 2.319 eV.



[8]
The following is a DFT calculation (ωB97M-V/def2-TZVPD) of one molecule with the formula C5H15N2.

Each line ends with the Löwdin charge.
Cartesian coordinates (Å):
C 0.937 -0.546 -0.374  -0.233
N 1.432 -0.143 0.934  -0.145
C 2.273 -1.158 1.576  -0.132
C -0.244 0.326 -0.807  -0.380
N -1.213 0.345 0.333  -0.083
C -2.154 1.494 0.338  -0.147
C -0.891 -0.175 -2.078  -0.103
H 1.718 -0.537 -1.145  0.127
H 0.556 -1.572 -0.321  0.110
H 1.993 0.697 0.845  0.110
H 2.486 -0.850 2.600  0.075
H 3.226 -1.305 1.050  0.077
H 1.743 -2.108 1.606  0.073
H 0.083 1.349 -0.975  0.141
H -1.847 -0.553 0.295  0.019
H -0.633 0.319 1.186  0.097
H -2.463 1.684 -0.687  0.071
H -1.662 2.356 0.759  0.078
H -3.030 1.181 0.919  0.040
H -0.137 -0.254 -2.861  0.082
H -1.642 0.530 -2.438  0.068
H -1.380 -1.142 -1.950  0.055

The LUMO energy (spin up / spin down) comes out at 0.89 / 0.71 eV. Its spin multiplicity is 2. For the HOMO-LUMO gap (spin up / spin down), the calculation gives 3.7 / 10.4 eV. As for the energy relative to the best compared isomer or geometry (same formula, charge and spin): 1.800 eV.



[9]
The following is a DFT calculation (ωB97M-V/def2-TZVPD) of a 2-piece molecular cluster, C5H15N2 overall at a distorted geometry.

Each line ends with the Löwdin charge.
Cartesian coordinates (Å):
N -1.243 2.146 1.347  0.031
C 0.903 0.277 0.143  -0.079
C 0.609 -1.162 0.331  -0.443
C -0.838 -1.630 0.489  -0.086
C 1.335 -2.088 -0.687  -0.067
C 0.525 1.104 -1.047  -0.301
N -0.901 1.381 -1.228  -0.034
H -0.699 2.985 1.225  0.036
H -0.576 1.391 1.315  -0.024
H -1.886 2.090 2.119  0.029
H 1.365 0.798 0.975  0.094
H 1.018 -1.403 1.337  0.128
H -1.342 -1.681 -0.488  0.083
H -1.399 -0.949 1.122  0.064
H -0.888 -2.656 0.850  0.074
H 1.211 -1.692 -1.706  0.073
H 1.042 -3.128 -0.578  0.072
H 2.422 -2.022 -0.579  0.073
H 0.809 0.588 -1.980  0.092
H 1.178 2.023 -1.083  0.113
H -1.453 1.318 -0.364  0.015
H -1.192 2.308 -1.512  0.058

The LUMO energy (spin up / spin down) comes out at 0.99 / 0.15 eV. Its spin multiplicity is 2. For the HOMO-LUMO gap (spin up / spin down), the calculation gives 9.0 / 8.5 eV. As for the energy relative to the best compared isomer or geometry (same formula, charge and spin): 0.666 eV.



[10]
The following is a DFT calculation (ωB97M-V/def2-TZVPD) of one molecule with the formula C5H15N2 at a distorted geometry.

Each line ends with the Löwdin charge.
Cartesian coordinates (Å):
C -2.061 -0.103 1.551  -0.118
C -1.054 -0.285 0.455  -0.397
C 0.228 0.484 0.738  -0.204
C 1.153 0.736 -0.424  -0.247
C 1.697 -0.487 -1.125  -0.285
N 2.869 -0.910 -0.329  -0.015
N -1.775 0.234 -0.829  0.055
H -2.152 0.942 1.877  0.082
H -3.081 -0.452 1.409  0.062
H -1.833 -0.737 2.431  0.092
H -0.918 -1.312 0.107  0.118
H -0.050 1.464 1.181  0.117
H 0.605 -0.023 1.633  0.126
H 0.547 1.246 -1.199  0.076
H 1.913 1.458 -0.081  0.120
H 2.099 -0.191 -2.114  0.106
H 0.928 -1.253 -1.221  0.089
H 3.304 -1.810 -0.377  0.052
H 3.543 -0.170 -0.231  0.058
H -1.934 1.285 -0.775  0.053
H -1.294 0.028 -1.738  0.027
H -2.734 -0.144 -0.938  0.030

The LUMO energy (spin up / spin down) comes out at 1.10 / 0.84 eV. Its spin multiplicity is 2. For the HOMO-LUMO gap (spin up / spin down), the calculation gives 4.6 / 9.9 eV. As for the energy relative to the best compared isomer or geometry (same formula, charge and spin): 1.820 eV.